No. 1
{
  "formula": "C10H31B2LiNO",
  "method": "ωB97M-V with the def2-TZVPD basis set",
  "species": ["Li", "B", "H", "H", "H", "H", "B", "H", "H", "H", "H", "C", "C", "N", "C", "C", "C", "C", "H", "H", "H", "H", "H", "H", "H", "H", "H", "H", "H", "H", "H", "H", "H", "C", "C", "C", "O", "C", "H", "H", "H", "H", "H", "H", "H", "H"],
  "positions_angstrom": [[-7.77097, -4.13653, 23.67299], [-8.15440, -2.99764, 25.61435], [-7.68942, -2.33062, 24.72338], [-9.34936, -3.05834, 25.45059], [-7.73733, -4.12771, 25.58642], [-7.95084, -2.54801, 26.71980], [-9.27265, -3.21192, 22.13965], [-9.76222, -3.64525, 23.14822], [-8.07853, -3.32181, 22.12200], [-9.74652, -3.77829, 21.17054], [-9.53223, -2.03389, 22.02524], [-5.94953, -5.78946, 21.58182], [-5.23866, -4.51781, 22.02948], [-5.61961, -4.09395, 23.36772], [-5.10200, -2.74585, 23.67078], [-5.68438, -1.63084, 22.81345], [-5.22591, -5.02665, 24.44539], [-3.74085, -5.36730, 24.53305], [-5.74511, -6.63935, 22.23121], [-5.70446, -5.99657, 20.53933], [-7.02484, -5.60138, 21.60336], [-4.14640, -4.66222, 21.95749], [-5.50115, -3.73086, 21.32647], [-4.00544, -2.74438, 23.52610], [-5.29628, -2.55426, 24.72481], [-5.36358, -0.67333, 23.22889], [-6.77239, -1.64416, 22.82419], [-5.34378, -1.70136, 21.78061], [-5.55865, -4.54065, 25.36120], [-5.81498, -5.93923, 24.33577], [-3.59944, -6.17310, 25.25466], [-3.34323, -5.67435, 23.56516], [-3.15132, -4.51723, 24.88074], [-10.36496, -7.68534, 23.05753], [-10.90826, -6.85258, 24.21082], [-9.65048, -6.17254, 24.74018], [-8.81204, -6.00630, 23.59405], [-9.33678, -6.70395, 22.47888], [-11.11883, -7.99457, 22.33478], [-9.84345, -8.57430, 23.42802], [-11.46638, -7.38556, 24.98091], [-11.56477, -6.08424, 23.79275], [-9.12966, -6.78542, 25.48275], [-9.88167, -5.19703, 25.16517], [-8.52749, -7.23226, 21.97066], [-9.81959, -6.02350, 21.77319]],
  "mulliken_charge": [0.19, -0.24, -0.09, -0.17, -0.20, -0.25, 0.18, -0.15, -0.36, -0.33, -0.25, -1.06, -0.75, 1.21, -0.87, -1.32, -0.58, -1.39, 0.28, 0.49, 0.04, 0.43, 0.26, 0.31, 0.52, 0.41, 0.22, 0.41, 0.51, 0.26, 0.45, 0.27, 0.29, -0.73, -0.73, -0.19, 0.22, -0.55, 0.37, 0.27, 0.39, 0.27, 0.25, 0.15, 0.31, 0.24],
  "gap_ev": 7.874,
  "de_lowest_kcal_mol": 0.00,
  "total_charge": -1,
  "energy_ha": -586.8399,
  "e_lumo_ha": 0.1009,
  "spin_multiplicity": 1
}



No. 2
{
  "formula": "C10H31Cl2O7OsP2Si4Te",
  "method": "ωB97M-V with the def2-TZVPD basis set",
  "species": ["Os", "O", "P", "O", "O", "O", "P", "O", "O", "O", "H", "H", "Cl", "C", "Cl", "H", "H", "C", "Si", "C", "C", "Si", "Te", "Si", "C", "C", "C", "Si", "C", "C", "C", "H", "H", "H", "H", "H", "H", "H", "H", "H", "H", "H", "H", "H", "H", "H", "H", "H", "H", "H", "H", "H", "H", "H", "H", "H", "H", "H"],
  "positions_angstrom": [[0.80997, 2.64443, 1.07281], [1.13709, 4.30227, 4.53019], [0.71424, 2.75742, 4.48297], [-0.26359, 2.38401, 5.49049], [0.36060, 2.48346, 3.01595], [2.13058, 2.00079, 4.66554], [3.26418, 1.62699, 3.58049], [3.30998, 2.98609, 2.66921], [2.37759, 0.71666, 2.47735], [2.05416, 1.28569, 1.20423], [0.84322, 4.69937, 5.36061], [4.09152, 3.52483, 2.83849], [1.84401, 3.09387, -0.91312], [0.98548, 4.68154, 1.42573], [-0.68873, 4.63668, 0.94426], [1.57714, 5.23804, 0.70823], [1.10008, 4.94134, 2.47231], [-2.86745, -3.08738, -1.64030], [-2.82230, -1.32830, -0.99094], [-3.71310, -1.25850, 0.65875], [-3.63482, -0.17801, -2.22986], [-0.54879, -0.72601, -0.72361], [-1.17740, 1.55020, 0.14483], [0.73219, -2.14565, 0.69070], [0.07131, -1.89660, 2.41984], [0.37163, -3.84663, -0.00876], [2.57326, -1.82689, 0.57338], [0.35882, -0.22161, -2.90069], [-0.13848, -1.69671, -3.93669], [-0.38937, 1.37404, -3.52344], [2.21451, -0.11404, -2.73399], [-3.86121, -3.29417, -2.04224], [-2.68872, -3.80910, -0.84446], [-2.15246, -3.26762, -2.44227], [-4.78706, -1.37856, 0.50409], [-3.56766, -0.31888, 1.19638], [-3.38510, -2.06569, 1.31437], [-4.71392, -0.34114, -2.21758], [-3.28758, -0.37719, -3.24428], [-3.46653, 0.88044, -2.01896], [-0.98430, -2.15418, 2.50548], [0.20444, -0.86294, 2.74407], [0.62401, -2.53488, 3.11199], [-0.69002, -4.08736, -0.04157], [0.85663, -4.58866, 0.62741], [0.78798, -3.95982, -1.01164], [2.81590, -0.85649, 0.14847], [3.04471, -2.59589, -0.04093], [3.02381, -1.86526, 1.56572], [-1.19038, -1.67761, -4.21992], [0.06876, -2.64021, -3.42618], [0.45277, -1.68436, -4.85518], [-1.46566, 1.43027, -3.36464], [-0.21464, 1.46784, -4.59760], [0.08962, 2.22319, -3.02813], [2.68310, -1.08807, -2.87135], [2.52769, 0.28703, -1.77117], [2.59827, 0.55792, -3.50483]],
  "mulliken_charge": [1.45, -0.52, 0.85, -0.68, -0.24, -0.24, -0.08, -0.48, 0.19, -0.49, 0.32, 0.32, -0.43, -0.64, -0.06, 0.50, 0.41, -1.15, 0.35, -1.08, -0.98, -0.24, -0.06, 0.94, -0.83, -1.12, -0.95, 0.38, -1.08, -0.97, -0.84, 0.41, 0.37, 0.33, 0.37, 0.36, 0.29, 0.41, 0.26, 0.33, 0.28, 0.04, 0.40, 0.24, 0.42, 0.29, 0.08, 0.46, 0.36, 0.29, 0.31, 0.43, 0.28, 0.38, 0.26, 0.37, 0.05, 0.38],
  "gap_ev": [5.232, 5.219],
  "de_lowest_kcal_mol": 153.74,
  "total_charge": 1,
  "energy_ha": -4045.9993,
  "e_lumo_ha": [-0.2408, -0.2416],
  "spin_multiplicity": 1
}



No. 3
{
  "formula": "C10H32ClFN11O5S",
  "method": "ωB97M-V with the def2-TZVPD basis set",
  "species": ["C", "C", "F", "N", "S", "C", "C", "C", "Cl", "H", "H", "H", "H", "H", "H", "H", "H", "H", "H", "H", "H", "C", "O", "N", "N", "H", "H", "H", "H", "C", "O", "N", "N", "H", "H", "H", "H", "C", "O", "N", "N", "H", "H", "H", "H", "C", "O", "N", "N", "H", "H", "H", "H", "C", "O", "N", "N", "H", "H", "H", "H"],
  "positions_angstrom": [[1.73358, -3.68262, 0.42887], [0.92712, -2.41134, 0.45163], [1.64954, -1.41083, 1.03730], [-0.33648, -2.57554, 1.28174], [-0.07317, -2.20152, 3.01850], [-1.49818, -1.82781, 0.68050], [-2.34424, -2.72903, -0.22876], [-3.63905, -3.09629, 0.47116], [-3.12509, -3.98353, 1.93815], [1.11436, -4.57093, 0.35489], [2.33035, -3.72841, 1.33371], [2.40583, -3.67168, -0.41975], [0.63567, -2.05823, -0.53329], [-0.58246, -3.56284, 1.24932], [-0.66321, -3.31552, 3.48179], [-1.10306, -0.99243, 0.12036], [-2.12572, -1.45701, 1.47810], [-2.57153, -2.22834, -1.16612], [-1.84331, -3.66147, -0.48507], [-4.21160, -2.22613, 0.76183], [-4.23836, -3.76280, -0.13413], [-0.03273, 1.58536, -1.44110], [-0.30646, 0.38362, -1.41038], [1.11825, 2.08386, -0.91179], [-0.85065, 2.50700, -2.00832], [1.34918, 3.06219, -0.91937], [1.76056, 1.44292, -0.48688], [-1.70812, 2.17865, -2.41142], [-0.63490, 3.49787, -2.03635], [-1.58248, 6.20093, -1.64083], [-0.88058, 5.37716, -2.21845], [-1.04743, 7.21527, -0.90897], [-2.94327, 6.16197, -1.70113], [-1.59738, 7.90538, -0.43468], [-0.04777, 7.26731, -0.85538], [-3.36055, 5.43476, -2.24958], [-3.53578, 6.82901, -1.24540], [4.33447, 3.01699, 0.50818], [3.44597, 3.80754, 0.77244], [5.32562, 3.29635, -0.39055], [4.40601, 1.77760, 1.09241], [6.06417, 2.65929, -0.61904], [5.30781, 4.19900, -0.82612], [3.70466, 1.55097, 1.77147], [5.12847, 1.11236, 0.89448], [1.17543, 1.62916, -5.39327], [0.04010, 1.29006, -5.67485], [2.23556, 1.40126, -6.23262], [1.47932, 2.25939, -4.21765], [3.17567, 1.67611, -6.02553], [2.04001, 0.94481, -7.10270], [0.71700, 2.43768, -3.58789], [2.40498, 2.54330, -3.96279], [-2.04162, -5.36023, 5.71382], [-1.19612, -4.54415, 5.36792], [-3.05911, -5.71827, 4.87317], [-2.02485, -5.96697, 6.93319], [-3.77028, -6.39247, 5.08064], [-3.04090, -5.24560, 3.99545], [-1.28423, -5.71679, 7.56072], [-2.70903, -6.63638, 7.22842]],
  "mulliken_charge": [-1.32, 0.37, -0.32, -0.06, -0.02, -0.48, -0.68, -0.68, -0.23, 0.40, 0.36, 0.36, 0.38, 0.44, 0.20, 0.15, 0.49, 0.41, 0.37, 0.37, 0.43, 0.37, -0.76, -0.10, -0.27, 0.16, 0.06, 0.19, 0.33, 0.68, -0.76, -0.40, -0.38, 0.17, 0.22, 0.21, 0.17, 0.70, -0.64, -0.40, -0.39, 0.16, 0.22, 0.20, 0.16, 0.59, -0.64, -0.39, -0.30, 0.16, 0.23, 0.26, 0.14, 0.62, -0.57, -0.19, -0.40, 0.18, 0.10, 0.24, 0.16],
  "gap_ev": 8.852,
  "de_lowest_kcal_mol": 3.95,
  "total_charge": 1,
  "energy_ha": -2336.9679,
  "e_lumo_ha": -0.0873,
  "spin_multiplicity": 1
}



No. 4
{
  "formula": "C10H32IN8O6",
  "method": "ωB97M-V with the def2-TZVPD basis set",
  "species": ["I", "C", "C", "C", "O", "H", "H", "H", "H", "H", "H", "H", "H", "C", "C", "C", "O", "H", "H", "H", "H", "H", "H", "H", "H", "C", "O", "N", "N", "H", "H", "H", "H", "C", "O", "N", "N", "H", "H", "H", "H", "C", "O", "N", "N", "H", "H", "H", "H", "C", "O", "N", "N", "H", "H", "H", "H"],
  "positions_angstrom": [[-0.58996, -0.89077, 1.24795], [4.81457, 0.40599, -1.15970], [3.80234, -0.15261, -0.16005], [4.20676, 0.15050, 1.28539], [2.52981, 0.32262, -0.59413], [4.41435, 0.42692, -2.17541], [5.74282, -0.16172, -1.15000], [4.98020, 1.47344, -0.97709], [3.90783, -1.23836, -0.26402], [3.69405, -0.53158, 1.96724], [3.97347, 1.16515, 1.60542], [5.26750, -0.08729, 1.36881], [1.88946, -0.08663, 0.01309], [-0.90567, -4.59227, -1.70443], [0.51447, -4.52857, -1.15224], [1.35325, -3.44905, -1.80870], [0.38284, -4.30909, 0.25290], [-1.47631, -3.68523, -1.48827], [-1.43203, -5.45265, -1.30007], [-0.92388, -4.60280, -2.80434], [0.85263, -5.56567, -1.24505], [2.29702, -3.28019, -1.29133], [0.86316, -2.46391, -1.79076], [1.45102, -3.51750, -2.89703], [-0.03492, -3.43697, 0.38009], [-3.99047, 0.48479, 3.78003], [-4.08000, -0.74109, 3.88541], [-4.87353, 1.34248, 4.41219], [-3.03486, 1.07686, 3.04049], [-4.52017, 2.23939, 4.69241], [-5.54883, 0.87986, 4.99186], [-3.13768, 2.05614, 2.83386], [-2.42626, 0.52428, 2.43981], [0.96462, 3.48556, 2.23101], [0.91893, 4.59046, 2.78556], [2.05728, 3.09233, 1.51783], [-0.07421, 2.61731, 2.31255], [2.20205, 2.27148, 0.95931], [2.67607, 3.87923, 1.40257], [-0.70313, 2.82099, 3.06698], [-0.01533, 1.66333, 1.97447], [-0.79274, 3.13381, -1.37600], [-1.26268, 4.18315, -1.82484], [0.50926, 2.75258, -1.62044], [-1.50932, 2.25591, -0.64772], [1.11804, 3.52935, -1.79580], [0.83396, 1.81025, -1.52250], [-1.16305, 1.31836, -0.51748], [-2.45901, 2.43919, -0.38928], [-3.40660, -0.74325, -2.72885], [-4.60416, -0.76416, -3.03256], [-2.49767, -0.08290, -3.52620], [-2.92012, -1.33702, -1.62154], [-2.72844, 0.63465, -4.17860], [-1.52234, -0.21822, -3.31778], [-1.95358, -1.36202, -1.34445], [-3.63081, -1.74484, -1.04058]],
  "mulliken_charge": [-0.36, -1.53, 0.82, -1.27, -0.27, 0.38, 0.42, 0.32, 0.04, 0.32, 0.33, 0.39, -0.01, -0.84, 0.39, -1.01, -0.55, 0.03, 0.33, 0.32, 0.26, 0.23, 0.11, 0.44, 0.17, 0.51, -0.65, -0.46, -0.16, 0.21, 0.24, 0.21, -0.06, 0.44, -0.75, -0.28, -0.09, 0.27, 0.16, 0.19, -0.04, 0.60, -0.70, -0.26, -0.04, 0.19, 0.13, -0.13, 0.16, 0.61, -0.70, -0.34, -0.12, 0.20, 0.15, -0.11, 0.17],
  "gap_ev": 8.558,
  "de_lowest_kcal_mol": 0.00,
  "total_charge": -1,
  "energy_ha": -1587.6924,
  "e_lumo_ha": 0.0940,
  "spin_multiplicity": 1
}